1.
Here is a molecular structure, C4H9NO2S from OMol25. Energies are from ωB97M-V/def2-TZVPD.

Each line ends with the natural charge from an NBO analysis.
Positions of all 17 atoms, in Å:
S1 0.82 0.29 -1.83  2.061
O1 -0.28 0.50 -2.71  -0.908
O2 2.16 0.86 -2.11  -0.894
N1 -1.74 0.06 -0.30  -0.566
C1 -2.13 1.28 0.40  -0.436
C2 0.16 0.24 -0.15  -0.369
C3 0.92 -1.11 -0.61  -0.406
C4 2.26 -1.33 -0.03  -0.665
H1 0.41 0.64 0.87  0.241
H2 2.49 -2.45 0.05  0.237
H3 2.45 -0.87 0.95  0.226
H4 2.89 -0.77 -0.72  0.263
H5 -2.00 1.21 1.53  0.195
H6 -1.56 2.16 0.10  0.177
H7 -1.75 0.01 -1.30  0.377
H8 -3.17 1.50 0.12  0.210
H9 0.18 -1.93 -0.75  0.257

Output
Kohn-Sham gap (eV): 10.2
Relative energy (zero: lowest compared OMol25 entry of this formula, charge and spin) (kJ/mol): 550.3


2.
Here is a molecular structure, C3H6O3 from OMol25. Energies are from ωB97M-V/def2-TZVPD.

Each line ends with the natural charge from an NBO analysis.
Positions of all 12 atoms, in Å:
O1 0.27 -2.00 1.02  -0.692
O2 0.15 1.48 -0.05  -0.566
O3 -1.76 0.10 0.41  -0.544
C1 -0.57 0.21 0.32  0.724
C2 0.02 1.07 -1.38  -0.222
C3 0.53 -0.63 0.92  -0.164
H1 0.62 -0.13 1.89  0.203
H2 1.47 -0.50 0.38  0.213
H3 -0.88 1.48 -1.84  0.200
H4 0.92 1.09 -1.98  0.198
H5 -0.52 -2.11 1.56  0.477
H6 -0.25 -0.07 -1.25  0.173

Output
Kohn-Sham gap (eV): 11.3
Relative energy (zero: lowest compared OMol25 entry of this formula, charge and spin) (kJ/mol): 266.0


3.
Here is 6 unconnected molecules or ions with the total composition C32H51N8O2 from OMol25. Energies are from ωB97M-V/def2-TZVPD.

Each line ends with the Mulliken charge.
Positions of all 93 atoms, in Å:
O1 -1.84 -8.18 -1.37  -0.521
O2 4.23 -6.72 0.30  -0.435
N1 -2.92 2.95 0.25  0.066
N2 2.09 -3.20 1.43  -0.223
N3 -10.01 8.24 2.75  0.034
N4 3.06 2.40 -1.76  0.106
N5 6.28 4.50 -2.22  0.078
N6 3.04 -4.77 -0.21  0.435
N7 -7.00 5.13 -1.63  0.010
N8 0.87 -4.96 0.52  0.209
C1 7.94 -6.97 0.08  -1.149
C2 -6.85 5.04 0.57  -0.331
C3 -2.88 1.95 2.22  -0.826
C4 2.70 -2.04 0.73  -0.711
C5 7.26 3.54 -2.23  -0.291
C6 -9.75 9.51 2.31  -0.523
C7 6.57 -7.44 0.61  -0.215
C8 1.99 -4.32 0.62  -0.404
C9 -2.02 1.93 0.14  -0.760
C10 -0.39 -4.65 1.21  -0.691
C11 -8.09 5.80 -1.14  -0.663
C12 -11.73 8.84 1.50  -0.342
C13 8.41 4.12 -2.70  -0.542
C14 4.15 -5.35 0.56  -0.714
C15 -1.18 -5.92 1.53  -0.787
C16 -3.45 2.97 1.51  -0.317
C17 -11.22 7.82 2.26  -0.558
C18 -6.24 4.67 -0.59  -0.351
C19 -1.91 -6.53 0.33  -0.465
C20 6.79 5.69 -2.67  -0.432
C21 -8.03 5.76 0.22  -0.340
C22 2.49 3.25 -0.86  -0.454
C23 3.85 -2.41 -0.21  -0.397
C24 3.42 -3.60 -1.05  -0.894
C25 1.37 1.31 -0.84  -0.069
C26 8.11 5.49 -2.97  -0.472
C27 -1.98 1.28 1.35  -0.049
C28 2.39 1.21 -1.76  -1.009
C29 -1.02 -7.28 -0.64  -0.519
C30 1.44 2.61 -0.27  -0.589
C31 5.41 -7.15 -0.36  -0.639
C32 -10.80 9.91 1.53  -0.371
H1 -0.18 -4.09 2.12  0.415
H2 -2.50 -5.76 -0.18  0.280
H3 -9.40 7.70 3.34  0.194
H4 -1.33 -8.56 -2.08  0.338
H5 -6.80 5.00 -2.60  0.176
H6 4.16 -3.91 -1.78  0.352
H7 -10.89 10.86 1.03  0.396
H8 -8.84 10.02 2.58  0.377
H9 0.66 0.54 -0.60  0.546
H10 4.75 -2.62 0.38  0.266
H11 4.08 -1.57 -0.85  0.447
H12 2.53 -3.41 2.32  0.327
H13 -3.09 1.71 3.25  0.395
H14 3.85 2.61 -2.35  0.201
H15 8.79 6.23 -3.35  0.391
H16 6.36 -6.96 1.56  0.255
H17 5.71 -6.43 -1.12  0.353
H18 6.61 -8.51 0.80  0.389
H19 1.92 -1.56 0.14  0.286
H20 -0.52 -6.66 1.99  0.321
H21 3.99 -5.23 1.64  0.254
H22 -1.50 1.75 -0.78  0.489
H23 -8.74 6.21 0.90  0.440
H24 -8.81 6.25 -1.80  0.378
H25 -3.15 3.60 -0.48  0.214
H26 8.71 -7.71 0.29  0.324
H27 5.14 -8.06 -0.89  0.357
H28 -0.98 -4.01 0.56  0.406
H29 8.25 -6.05 0.57  0.301
H30 -2.63 -7.25 0.72  0.369
H31 -0.26 -7.83 -0.07  0.327
H32 -4.17 3.72 1.80  0.336
H33 3.01 -1.31 1.48  0.460
H34 9.35 3.63 -2.82  0.382
H35 7.94 -6.81 -0.99  0.335
H36 7.06 2.54 -1.90  0.349
H37 -1.91 -5.63 2.28  0.365
H38 -1.37 0.43 1.59  0.479
H39 -6.50 4.82 1.57  0.373
H40 2.53 -3.31 -1.61  0.439
H41 -0.54 -6.59 -1.34  0.327
H42 2.87 4.25 -0.71  0.361
H43 -12.67 8.81 0.98  0.411
H44 6.18 6.57 -2.73  0.350
H45 0.79 3.01 0.48  0.462
H46 2.68 0.40 -2.41  0.479
H47 -5.34 4.11 -0.78  0.301
H48 0.90 -5.76 -0.09  0.229
H49 -11.60 6.85 2.50  0.380
H50 5.08 -4.85 0.31  0.546
H51 5.34 4.37 -1.92  0.188

Output
Kohn-Sham gap (eV): 5.7
Relative energy (zero: lowest compared OMol25 entry of this formula, charge and spin) (kJ/mol): 0.0
Charge: +1


4.
Here is 10 unconnected molecules or ions with the total composition C30H57BCl18NO3 from OMol25. Energies are from ωB97M-V/def2-TZVPD.

Each line ends with the Mulliken charge.
Positions of all 110 atoms, in Å:
Cl1 -0.85 -7.81 1.01  -0.172
Cl2 0.05 -4.13 -1.86  -0.171
Cl3 -7.09 -5.00 -4.71  -0.209
Cl4 -2.89 2.91 7.36  -0.204
Cl5 5.74 -6.58 7.07  -0.201
Cl6 -4.11 -3.48 -5.38  -0.165
Cl7 4.52 3.47 0.46  -0.169
Cl8 4.18 0.72 -1.53  -0.220
Cl9 -4.72 0.76 -6.36  -0.185
Cl10 8.14 -4.56 5.73  -0.199
Cl11 -3.23 -3.23 -1.53  -0.175
Cl12 5.94 4.60 -4.77  -0.178
Cl13 -0.96 -8.66 -2.28  -0.186
Cl14 -1.44 0.24 -5.67  -0.056
Cl15 5.60 2.28 7.36  -0.200
Cl16 2.56 4.93 -4.34  -0.125
Cl17 5.53 -0.62 5.56  -0.231
Cl18 -2.75 1.16 4.44  -0.099
O1 0.56 4.75 0.85  -0.819
O2 -0.14 1.02 -1.99  -0.510
O3 0.10 3.63 -1.04  -0.737
N1 1.00 1.19 0.25  0.346
C1 1.73 2.70 1.98  -0.260
C2 -5.73 -2.76 -5.52  -0.160
C3 -1.38 -5.05 -2.39  -0.410
C4 -4.18 2.50 0.58  -1.015
C5 0.32 -8.82 0.13  -0.419
C6 0.54 2.37 1.01  1.438
C7 0.38 3.70 0.19  -0.311
C8 -3.35 0.89 -7.50  -0.445
C9 4.90 5.95 -5.32  -0.407
C10 -6.68 -3.28 -4.47  -0.484
C11 -2.50 -4.16 -2.86  -0.623
C12 -1.90 3.01 1.67  -0.061
C13 -0.77 -0.72 -0.21  -0.420
C14 0.50 -8.37 -1.29  -0.390
C15 -3.97 3.07 5.96  -0.463
C16 4.29 2.42 -2.05  -0.236
C17 -2.66 2.77 0.35  0.116
C18 2.13 1.51 2.74  0.125
C19 -5.45 0.41 1.44  -1.055
C20 -2.27 -0.12 -7.20  -0.438
C21 -4.21 1.75 5.26  -0.365
C22 5.80 -4.79 7.12  -0.433
C23 -0.70 2.09 1.89  -1.031
C24 2.37 0.51 3.35  -0.197
C25 5.21 3.23 -1.16  -0.344
C26 -4.56 1.03 0.33  0.260
C27 3.77 6.23 -4.36  -0.519
C28 5.51 1.05 4.92  -0.388
C29 6.40 -4.20 5.87  0.090
C30 6.33 1.99 5.76  -0.438
B1 0.05 0.58 -0.68  0.184
H1 4.47 1.37 4.84  0.204
H2 6.18 2.75 -1.05  0.343
H3 1.46 3.46 2.70  0.614
H4 -1.69 -5.69 -1.56  0.264
H5 6.29 -3.12 5.90  -0.176
H6 -3.68 0.40 0.26  -0.294
H7 -5.54 1.11 2.26  0.077
H8 6.37 -4.50 8.01  0.328
H9 -1.09 -1.31 -1.06  -0.140
H10 -4.71 3.10 -0.16  0.307
H11 5.92 1.01 3.91  0.309
H12 -6.42 0.12 1.05  0.317
H13 -5.61 -1.69 -5.41  0.009
H14 4.53 5.71 -6.31  0.311
H15 -2.60 3.69 -0.23  0.332
H16 -7.61 -2.71 -4.51  0.367
H17 -0.42 2.22 2.94  0.279
H18 4.68 2.42 -3.07  0.275
H19 4.78 -4.44 7.24  0.301
H20 4.14 6.37 -3.34  0.290
H21 -1.64 4.06 1.83  0.455
H22 -1.05 -5.69 -3.21  0.306
H23 -2.28 1.92 -0.21  -0.280
H24 6.39 2.96 5.26  0.310
H25 -2.60 2.77 2.48  -0.426
H26 1.27 -8.75 0.66  0.293
H27 -4.97 1.88 4.50  0.105
H28 -2.68 -1.13 -7.13  0.216
H29 -2.98 1.91 -7.46  0.357
H30 1.83 1.43 -0.27  -0.102
H31 -1.53 -0.10 -7.99  0.300
H32 2.47 -0.45 3.79  0.524
H33 -4.92 3.47 6.33  0.349
H34 3.29 2.84 -2.07  0.178
H35 -4.49 2.83 1.57  0.564
H36 0.74 -7.31 -1.34  0.220
H37 -1.07 1.07 1.82  0.281
H38 -6.26 -3.17 -3.47  0.284
H39 -4.99 -0.49 1.83  0.316
H40 -6.10 -2.97 -6.52  0.376
H41 -3.29 -4.77 -3.29  0.445
H42 -0.05 -1.34 0.33  0.326
H43 -2.16 -3.45 -3.60  0.333
H44 1.31 -8.93 -1.76  0.357
H45 5.36 4.22 -1.59  0.188
H46 -4.54 0.99 5.97  0.411
H47 -3.76 0.71 -8.50  0.286
H48 5.55 6.83 -5.40  0.292
H49 -1.59 -0.48 0.47  0.126
H50 7.33 1.61 5.92  0.334
H51 -0.03 -9.85 0.18  0.308
H52 -5.06 0.93 -0.64  0.458
H53 -0.77 1.75 -1.97  0.289
H54 -3.54 3.80 5.28  0.295
H55 5.90 -4.58 4.98  0.353
H56 3.26 7.14 -4.66  0.347
H57 2.55 3.01 1.33  -1.124

Output
Kohn-Sham gap (eV): 6.4
Relative energy (zero: lowest compared OMol25 entry of this formula, charge and spin) (kJ/mol): 0.0
Charge: -1


5.
Here is a single C5H7N molecule from OMol25. Energies are from ωB97M-V/def2-TZVPD.

Each line ends with the natural charge from an NBO analysis.
Positions of all 13 atoms, in Å:
N1 0.10 0.44 -0.35  -0.457
C1 0.55 1.73 0.21  -0.397
C2 -1.06 -0.19 0.28  -0.146
C3 0.51 -1.77 -0.28  -0.447
C4 -0.82 -1.51 0.27  -0.181
C5 1.22 -0.65 -0.60  -0.123
H1 -1.50 -2.26 0.65  0.224
H2 -1.89 0.40 0.63  0.217
H3 -0.12 0.59 -1.34  0.435
H4 1.39 2.07 -0.38  0.232
H5 0.89 -2.77 -0.45  0.222
H6 -0.27 2.45 0.17  0.198
H7 0.86 1.58 1.25  0.221

Output
Kohn-Sham gap (eV): 8.9
Relative energy (zero: lowest compared OMol25 entry of this formula, charge and spin) (kJ/mol): 351.0


The lowest Kohn-Sham gap belongs to which entry?
C32H51N8O2